1.
54
Properties=species:S:1:pos:R:3:mulliken_charge:R:1 method="wB97M-V/def2-TZVPD" smiles="CC[C@@H](Cl)PCCCSC(=S)N(CC)CC.O=S1(=O)CCCC1" multiplicity=1
C -4.09 1.90 -4.11 -1.335
C -3.56 1.81 -2.68 -0.540
C -2.09 1.37 -2.51 0.126
Cl -1.08 1.69 -3.96 -0.229
P -1.33 2.31 -1.09 -0.167
C 0.00 1.16 -0.53 0.014
C -0.45 -0.20 0.02 -0.351
C 0.67 -1.02 0.67 -0.648
S 1.36 -2.50 -0.13 -0.199
C 2.68 -1.89 -1.15 0.158
S 4.17 -2.55 -0.96 -0.270
N 2.35 -0.96 -2.09 0.516
C 3.48 -0.36 -2.82 -0.785
C 3.11 0.89 -3.61 -1.211
C 1.15 -1.24 -2.90 -0.226
C 1.39 -2.28 -3.98 -1.490
H -3.65 2.74 -4.64 0.331
H -3.87 0.99 -4.68 0.332
H -5.17 2.04 -4.09 0.394
H -4.17 1.09 -2.13 0.309
H -3.71 2.78 -2.19 0.328
H -2.04 0.30 -2.35 0.257
H -2.32 1.88 -0.16 0.005
H 0.51 1.70 0.28 0.533
H 0.72 1.07 -1.34 -0.418
H -0.97 -0.79 -0.74 0.313
H -1.19 0.01 0.80 0.486
H 1.50 -0.38 0.97 0.395
H 0.27 -1.46 1.58 0.088
H 3.97 -1.10 -3.46 0.473
H 4.22 -0.09 -2.06 0.536
H 2.24 0.76 -4.25 0.252
H 2.93 1.74 -2.95 0.281
H 3.95 1.15 -4.26 0.404
H 0.79 -0.31 -3.34 -0.044
H 0.37 -1.58 -2.22 0.312
H 1.64 -3.25 -3.54 0.299
H 2.19 -1.99 -4.66 0.317
H 0.47 -2.40 -4.57 0.453
O -1.03 -1.45 3.69 -0.693
S -0.41 -0.27 4.25 1.307
O 0.14 0.72 3.37 -0.662
C -1.56 0.49 5.40 -0.813
C -1.25 -0.19 6.73 -0.578
C 0.28 -0.25 6.82 -0.601
C 0.80 -0.78 5.48 -0.782
H -2.57 0.32 5.03 0.406
H -1.34 1.55 5.42 0.368
H -1.68 0.36 7.56 0.351
H -1.67 -1.20 6.74 0.292
H 0.68 0.76 7.00 0.297
H 0.61 -0.88 7.65 0.326
H 1.76 -0.36 5.19 0.400
H 0.84 -1.86 5.45 0.381

2.
12
Properties=species:S:1:pos:R:3:mulliken_charge:R:1 method="wB97M-V/def2-TZVPD" total_charge=-1 e_above_lowest_kcal_mol=75.95 multiplicity=1
O 1.95 0.94 -0.48 -0.684
C 1.50 -0.13 -0.09 0.037
N 0.28 -0.60 -0.27 -0.412
C -0.99 -1.76 0.64 -0.149
O -2.16 -1.25 0.69 -0.686
H 2.28 -0.90 0.11 0.314
H -0.45 -0.35 -0.88 0.208
H -0.59 -1.88 1.69 0.192
H -0.64 -2.59 0.01 0.241
H -0.65 1.96 -1.02 0.252
H 0.28 1.89 -0.04 0.360
O -0.44 2.50 -0.37 -0.672

3.
16
Properties=species:S:1:pos:R:3:mulliken_charge:R:1 method="wB97M-V/def2-TZVPD" total_charge=+1 e_above_lowest_kcal_mol=8.31 multiplicity=1
C 0.93 -1.74 0.33 0.649
C 0.21 0.54 0.52 -0.017
C -0.16 1.94 0.07 -1.141
N 0.12 -0.52 -0.19 -0.113
N 0.38 -2.91 0.13 -0.318
O 4.07 0.49 0.35 -0.448
O 2.32 0.36 -1.39 -0.397
O 1.96 -1.45 0.82 -0.469
S 2.72 0.60 -0.06 0.842
H 0.44 0.36 1.53 0.499
H 0.28 2.52 0.86 0.370
H -1.28 2.07 0.01 0.384
H 0.15 2.20 -0.93 0.382
H -0.26 -0.47 -1.10 0.284
H -0.45 -2.92 -0.25 0.171
H 0.90 -3.81 0.43 0.321

4.
78
Properties=species:S:1:pos:R:3:mulliken_charge:R:1 method="wB97M-V/def2-TZVPD" total_charge=+2 multiplicity=1
Li -2.33 -1.41 -1.67 0.885
Li 1.65 -0.49 3.34 0.879
Li 3.21 0.82 -2.06 0.904
Cl 1.08 0.36 -0.25 1.542
O -0.30 0.20 -0.61 -0.447
O 1.55 1.57 -0.85 -0.834
O 1.31 0.32 1.18 -0.502
O 1.79 -0.74 -0.81 -0.849
C -1.52 1.81 4.78 -0.892
C -2.09 1.19 3.52 -0.392
C -1.18 0.05 3.21 0.330
O 0.03 0.36 3.89 -0.342
C 0.00 1.52 4.69 -0.535
H -1.94 1.26 5.63 0.324
H -1.75 2.86 4.96 0.420
H -2.05 1.99 2.78 0.252
H -3.14 0.92 3.64 0.243
H -1.09 -0.06 2.13 -0.273
H -1.67 -0.86 3.56 0.288
H 0.59 2.33 4.27 0.361
H 0.32 1.39 5.73 0.328
C -3.67 1.79 -4.51 -0.629
C -2.19 1.51 -4.90 -0.688
C -1.59 0.91 -3.63 -0.060
O -2.70 0.23 -3.02 -0.024
C -3.90 0.45 -3.72 -0.640
H -4.46 2.07 -5.20 0.430
H -3.76 2.55 -3.73 0.279
H -1.69 2.41 -5.27 0.418
H -2.22 0.75 -5.68 0.282
H -1.21 1.63 -2.91 0.198
H -0.81 0.17 -3.79 -0.134
H -4.78 0.40 -3.07 0.233
H -3.98 -0.45 -4.32 0.343
C -5.32 0.28 1.09 -0.166
C -4.96 1.45 0.23 -0.726
C -3.46 1.03 -0.17 0.065
O -3.54 -0.39 -0.31 0.052
C -4.73 -0.92 0.33 -0.755
H -6.40 0.16 1.15 0.422
H -4.73 0.32 2.01 -0.091
H -4.95 2.44 0.68 0.390
H -5.57 1.52 -0.67 0.258
H -2.68 1.21 0.57 -0.106
H -3.21 1.49 -1.12 0.029
H -4.60 -1.81 0.94 0.320
H -5.33 -1.19 -0.54 0.378
C 6.18 0.54 1.03 -0.431
C 6.52 2.02 0.73 -0.765
C 5.75 2.42 -0.54 -0.492
O 4.82 1.29 -0.62 -0.352
C 4.79 0.45 0.49 0.020
H 6.28 0.23 2.07 0.366
H 6.80 -0.14 0.46 0.300
H 7.57 2.28 0.61 0.400
H 6.36 2.67 1.59 0.303
H 6.45 2.40 -1.38 0.320
H 5.30 3.41 -0.41 0.303
H 4.51 -0.56 0.18 0.080
H 3.94 0.75 1.11 0.029
C 4.68 -3.40 2.91 -0.868
C 3.10 -3.29 3.04 -0.383
O 2.48 -2.18 2.39 -0.222
H 5.12 -3.03 3.84 0.283
H 5.00 -2.79 2.07 0.169
H 5.01 -4.43 2.75 0.339
H 2.84 -3.35 4.10 0.320
H 2.67 -4.15 2.53 0.292
H 2.00 -2.54 1.64 0.190
C -0.75 -2.60 -4.45 -1.274
C -0.06 -2.50 -3.14 0.091
O -0.99 -2.79 -2.18 -0.502
H -1.00 -3.66 -4.49 0.394
H -0.23 -2.36 -5.37 0.364
H -1.75 -2.17 -4.50 0.228
H 0.32 -1.47 -3.10 -0.038
H 0.87 -3.06 -3.28 0.535
H -0.62 -3.40 -1.54 0.236

Calculated E_HOMO, -7.78, -4.30, -14.90, -14.58 eV (same order as the records).
Calculated frontier orbital gap, 0.3045, 0.3180, 0.3527, 0.3533 Eh (same order as the records).
Calculated E_LUMO, 0.51, 4.35, -5.31, -4.96 eV (same order as the records).